Entry from the Open Molecules 2025 dataset: a molecular structure, C14H12N2O6RuSe2Te2 in a non-equilibrium geometry (ωB97M-V/def2-TZVPD).

## Properties
- charge = -1
- multiplicity = 6
- HOMO-LUMO gap (spin up / spin down) (eV) = 5.32 / 4.50
- highest occupied orbital energy (spin up / spin down) (eV) = -3.156 / -4.330
- lowest unoccupied orbital energy (spin up / spin down) (eV) = 2.16 / 0.17

Each line ends with the Mulliken spin population.
Atoms and positions in Å:
O (1.4156, -1.2508, -0.0013)  0.0341
C (-0.3689, -5.2176, 0.4222)  0.3214
Te (2.9280, -0.5680, 2.3878)  0.8164
H (-1.9076, -4.5933, -2.1355)  -0.0037
C (0.6710, -4.7572, 1.2341)  -0.0021
N (1.1620, 2.4359, 0.4024)  0.2237
C (-1.3099, -4.3261, -0.0334)  -0.1004
Se (4.5200, 0.5472, 3.9606)  0.2173
O (2.5601, 0.5152, -0.9102)  0.0245
Se (4.4186, 3.5922, -0.2548)  0.5995
O (-0.7627, 0.1495, -1.6621)  0.2480
C (-0.7148, 4.2186, -0.5305)  0.0012
H (1.5197, -5.3779, 1.4175)  0.0013
H (-3.1948, -4.0931, -1.1659)  -0.0004
O (-0.3738, -1.7836, 2.3314)  0.3228
O (-1.7133, 4.8334, -2.5343)  0.0044
C (-1.3756, -3.1346, 0.6704)  0.3135
C (0.1662, 1.9538, -0.4883)  0.2565
N (0.7979, -3.6386, 1.8007)  0.1684
C (0.1202, 0.6133, -0.9242)  0.0448
H (-1.9881, -2.3190, 0.3109)  0.0193
H (-2.2611, 5.4740, -2.9892)  -0.0014
H (-2.6441, 5.1950, -0.6789)  0.0058
C (-0.6787, 2.9792, -1.0555)  0.0741
Ru (3.1050, 1.6684, 0.5026)  1.1069
C (-0.0968, 4.4174, 0.6916)  0.1116
H (-1.1500, 6.2955, -1.0360)  0.0027
Te (5.2884, 2.0470, 1.8684)  0.3066
H (-1.1788, 2.7762, -1.9517)  0.0108
H (-0.2061, 5.4028, 1.0964)  0.0218
C (-2.3197, -4.7454, -1.1594)  0.0040
O (-2.6647, -6.0984, -1.0118)  0.0002
C (0.8129, 3.5447, 1.1025)  -0.0744
H (1.2740, 3.6185, 2.0864)  -0.0036
C (-1.5627, 5.2370, -1.1817)  -0.0118
H (-0.2497, -6.2289, 0.0270)  0.0136
C (-0.3305, -2.8120, 1.6682)  -0.0500
C (1.4011, -0.1466, -0.4795)  -0.0272
H (-3.1083, -6.4235, -1.7969)  -0.0002

***

Entry from the Open Molecules 2025 dataset: a molecular structure, C16H14IrO2S6 (ωB97M-V/def2-TZVPD).

## Properties
- charge = +1
- multiplicity = 5
- HOMO-LUMO gap (spin up / spin down) (eV) = 7.33 / 6.02
- relative energy (zero: lowest compared OMol25 entry of this formula, charge and spin) (kcal per mole) = 1.6
- highest occupied orbital energy (spin up / spin down) (eV) = -10.445 / -11.721
- lowest unoccupied orbital energy (spin up / spin down) (eV) = -3.12 / -5.70

Each line ends with the Mulliken spin population.
Atoms and positions in Å:
O (-1.5485, -0.4007, 0.3040)  0.0600
C (0.3395, 0.8849, -0.8941)  -0.0136
H (2.5423, 1.9897, 1.4219)  -0.0001
H (0.5501, -2.3284, 3.8145)  -0.0017
H (-2.1676, 2.2002, -2.9850)  -0.0007
C (2.5126, 1.1233, -1.8579)  0.0285
H (-1.0916, -2.9302, 3.4909)  -0.0007
S (-0.2282, -3.5575, -0.1244)  0.3953
C (2.5524, -3.6540, -0.1149)  0.1802
C (-2.6518, 2.3153, 0.3836)  0.0015
C (-2.4810, 2.5842, -2.0214)  -0.0003
C (-3.1441, 3.7977, -1.9278)  -0.0004
H (0.7899, 0.4287, -2.9450)  -0.0009
O (-0.5690, -1.0941, 2.6383)  0.0799
S (3.9409, -4.5901, -0.4885)  0.0557
C (1.1762, 0.7844, -1.9980)  -0.0005
H (-4.0877, 5.2082, -0.6220)  0.0001
S (2.7662, -2.0752, 0.5074)  0.2774
Ir (0.5230, -1.4350, 0.6983)  2.3781
C (-3.5620, 4.2654, -0.6895)  0.0014
S (-1.3556, 0.3316, -1.0235)  0.0154
S (1.3931, -5.8611, -1.0027)  0.0748
C (-0.4947, -2.0481, 3.7182)  0.0028
H (-3.3454, 4.3707, -2.8224)  -0.0001
S (3.8896, -7.3495, -1.5581)  0.3234
H (3.1775, 1.0451, -2.7071)  -0.0007
H (0.1359, 1.4284, 1.1861)  0.0129
H (-3.6651, 3.8892, 1.4206)  0.0000
H (-1.4873, -0.8703, 2.4368)  -0.0043
C (-2.2321, 1.8685, -0.8594)  0.0010
H (-0.8358, -1.5817, 4.6402)  0.0030
H (-2.4729, 1.7164, 1.2660)  -0.0018
C (2.1592, 1.6462, 0.4704)  0.0221
C (3.1223, -6.0158, -1.0421)  -0.0890
C (0.8149, 1.3076, 0.3500)  0.0335
H (4.0463, 1.8057, -0.5265)  -0.0018
C (3.0009, 1.5476, -0.6280)  0.0017
C (1.3110, -4.2729, -0.3701)  0.1686
C (-3.3233, 3.5256, 0.4611)  -0.0007

***

Entry from the Open Molecules 2025 dataset: a molecular structure, C6H13NO in a non-equilibrium geometry (ωB97M-V/def2-TZVPD).

## Properties
- charge = 0
- multiplicity = 1
- HOMO-LUMO gap (eV) = 4.30
- relative energy (zero: lowest compared OMol25 entry of this formula, charge and spin) (kcal per mole) = 347.4
- highest occupied orbital energy (eV) = -7.291
- lowest unoccupied orbital energy (eV) = -2.99

Each line ends with the Löwdin charge.
Atoms and positions in Å:
H (-1.5321, 0.6013, 1.1737)  0.1292
H (-0.9214, -3.2798, 1.3401)  0.0886
H (0.9743, 0.7139, -0.5024)  0.0056
C (-1.1075, 1.6664, -0.7017)  -0.2209
C (0.4862, 0.4611, 0.5079)  -0.1903
C (0.2323, -1.0834, 0.5583)  -0.2723
C (-1.0374, -3.0475, 0.2102)  -0.2233
H (1.2324, 0.9937, -1.2294)  0.3000
H (3.6479, 1.3013, 0.6432)  -0.1028
C (-0.6882, 2.9064, -1.1713)  0.0685
H (-1.4926, 1.0688, -1.4726)  0.1125
N (-0.8946, -1.6740, -0.1271)  -0.0714
H (1.1697, -1.5470, 0.2217)  0.1193
H (1.0820, 0.9368, 1.3349)  0.1537
H (-1.1082, 3.1449, -2.1704)  0.0731
C (-0.8246, 1.1598, 0.5287)  -0.0037
H (0.0880, 3.5018, -0.7569)  0.0583
O (3.0414, 0.6050, 0.3754)  -0.4113
H (-2.1064, -3.2615, -0.2296)  0.1006
H (0.0922, -1.3230, 1.7360)  0.1814
H (-0.3333, -3.8453, -0.2689)  0.1053

***

Entry from the Open Molecules 2025 dataset: C4H7NO2 in the gas phase (ωB97M-V/def2-TZVPD).

## Properties
- charge = 0
- multiplicity = 1
- HOMO-LUMO gap (eV) = 10.76
- relative energy (zero: lowest compared OMol25 entry of this formula, charge and spin) (kcal per mole) = 33.9
- highest occupied orbital energy (eV) = -9.933
- lowest unoccupied orbital energy (eV) = 0.83
- SMILES = O[C@@H]1CN=COC1

Each line ends with the Löwdin charge.
Atoms and positions in Å:
H (0.3246, -1.5628, 1.2241)  0.1480
H (-0.3002, 1.0734, 1.6711)  0.0908
H (1.7407, -0.5086, -0.5670)  0.1283
C (1.2449, 0.1243, 0.1803)  -0.1693
O (-1.0359, 0.1520, -1.3215)  -0.0307
H (-1.8787, -1.1773, -0.0265)  0.1331
O (-0.6035, 0.1608, 1.7548)  -0.0136
H (1.9829, 0.3729, 0.9482)  0.1177
H (-0.4796, -1.7959, -0.9485)  0.1311
C (0.0454, -0.6093, 0.7658)  -0.3704
N (0.7913, 1.3580, -0.4589)  0.0529
H (-0.6831, 2.0942, -1.6898)  0.1341
C (-0.2688, 1.2439, -1.1463)  -0.2377
C (-0.8785, -0.9394, -0.3933)  -0.1144